{
  "formula": "C21H43N2P3PdSe",
  "method": "ωB97M-V/def2-TZVPD",
  "symbols": ["Pd", "P", "P", "P", "H", "C", "C", "H", "C", "C", "C", "C", "C", "C", "C", "C", "C", "H", "H", "H", "H", "H", "H", "H", "H", "H", "H", "H", "H", "H", "H", "H", "H", "H", "H", "H", "H", "H", "H", "H", "H", "H", "H", "H", "H", "H", "C", "C", "C", "C", "C", "C", "Se", "H", "H", "H", "H", "H", "H", "C", "C", "N", "C", "C", "N", "H", "H", "H", "H", "H", "H"],
  "positions_angstrom": [[-0.876, 0.091, 1.720], [3.422, 2.653, -1.201], [-0.532, -1.491, 3.438], [-2.921, 1.267, 1.448], [0.063, -0.977, -0.664], [-0.393, -0.087, -0.188], [0.501, 0.821, 0.503], [1.519, 0.442, 0.633], [5.188, 2.236, -1.459], [3.300, 2.575, 0.613], [3.299, 4.427, -1.588], [-1.811, -2.785, 3.250], [1.079, -2.350, 3.424], [-0.736, -0.685, 5.048], [-3.360, 1.799, -0.245], [-2.943, 2.769, 2.481], [-4.258, 0.184, 2.018], [-1.275, 0.346, -0.683], [0.437, 1.895, 0.288], [5.293, 1.367, -2.123], [5.662, 2.007, -0.492], [5.724, 3.087, -1.904], [3.785, 1.655, 0.957], [2.247, 2.555, 0.911], [3.798, 3.447, 1.058], [3.255, 4.564, -2.674], [4.171, 4.960, -1.184], [2.391, 4.846, -1.135], [-1.950, -3.398, 4.146], [-1.523, -3.431, 2.411], [-2.762, -2.312, 2.978], [1.223, -3.029, 4.277], [1.883, -1.606, 3.436], [1.180, -2.921, 2.498], [-0.375, -1.291, 5.887], [-1.792, -0.445, 5.207], [-0.194, 0.265, 5.039], [-4.362, 2.251, -0.286], [-3.335, 0.935, -0.919], [-2.634, 2.534, -0.616], [-3.947, 3.221, 2.558], [-2.245, 3.497, 2.036], [-2.578, 2.512, 3.490], [-5.204, 0.721, 2.143], [-3.971, -0.264, 2.980], [-4.375, -0.624, 1.282], [-2.005, -0.230, -3.683], [-2.537, -0.122, -5.016], [-3.899, 0.024, -5.241], [-4.825, -0.142, -4.201], [-4.340, -0.635, -2.980], [-2.969, -0.784, -2.759], [-0.322, 0.405, -3.240], [2.330, 1.860, -1.833], [-1.837, -0.049, -5.854], [-4.285, 0.258, -6.223], [-5.882, 0.072, -4.341], [-5.062, -0.925, -2.227], [-2.629, -1.273, -1.865], [2.275, -3.950, -2.296], [2.913, -3.220, -1.180], [2.278, -2.565, -0.224], [3.249, -2.018, 0.580], [4.508, -2.358, 0.134], [4.270, -3.128, -0.994], [3.003, -4.321, -3.032], [1.699, -4.800, -1.911], [1.553, -3.269, -2.768], [2.994, -1.420, 1.451], [5.473, -2.094, 0.501], [4.977, -3.553, -1.595]],
  "mulliken_charge": [-0.6469, 0.9059, 1.0045, 1.0621, 0.6565, 0.4345, -0.0648, -0.0309, -1.0203, -1.0158, -1.2347, -1.1088, -1.0381, -1.1617, -0.8950, -1.1743, -1.1848, -0.6102, 0.1856, 0.3760, 0.3757, 0.3892, 0.3746, 0.2029, 0.4538, 0.4239, 0.4273, 0.3938, 0.4375, 0.3544, 0.2817, 0.4819, 0.3099, 0.2793, 0.4192, 0.3567, 0.3877, 0.4872, -0.0770, 0.3635, 0.4309, 0.3560, 0.3815, 0.4544, 0.3390, 0.3231, 0.2564, -0.5744, -0.3989, -0.4197, -0.1831, -0.4475, 0.3915, -0.0105, 0.4564, 0.4446, 0.4728, 0.4642, 0.6900, -0.9978, 0.4168, -0.2468, 0.0963, -1.2309, -0.0161, 0.3856, 0.2748, 0.1695, 0.4623, 0.4674, 0.2301],
  "s_squared": 6.0326,
  "charge": 4,
  "relative_energy_ev": 1.032,
  "lumo_energy_ev": [-11.76, -14.24],
  "orbital_gap_ev": [5.699, 3.223],
  "spin_multiplicity": 5,
  "fmax_ev_per_a": 3.59
}


{
  "formula": "C47H79Br9O34",
  "method": "ωB97M-V/def2-TZVPD",
  "symbols": ["C", "Br", "Br", "Br", "H", "C", "Br", "Br", "Br", "H", "C", "Br", "Br", "Br", "H", "C", "C", "C", "O", "C", "O", "O", "H", "H", "H", "H", "H", "H", "C", "C", "C", "O", "C", "O", "O", "H", "H", "H", "H", "H", "H", "C", "C", "C", "O", "C", "O", "O", "H", "H", "H", "H", "H", "H", "C", "C", "C", "O", "C", "O", "O", "H", "H", "H", "H", "H", "H", "C", "C", "C", "O", "C", "O", "O", "H", "H", "H", "H", "H", "H", "C", "C", "C", "O", "C", "O", "O", "H", "H", "H", "H", "H", "H", "C", "C", "C", "O", "C", "O", "O", "H", "H", "H", "H", "H", "H", "C", "C", "C", "O", "C", "O", "O", "H", "H", "H", "H", "H", "H", "C", "C", "C", "O", "C", "O", "O", "H", "H", "H", "H", "H", "H", "C", "C", "C", "O", "C", "O", "O", "H", "H", "H", "H", "H", "H", "C", "O", "H", "H", "H", "H", "C", "O", "H", "H", "H", "H", "C", "O", "H", "H", "H", "H", "C", "O", "H", "H", "H", "H"],
  "positions_angstrom": [[4.666, -2.184, 4.440], [2.934, -2.772, 3.546], [4.407, -0.941, 5.940], [5.982, -1.522, 3.064], [5.004, -3.108, 4.910], [0.238, 0.518, 0.108], [-1.173, -0.812, -0.430], [1.523, -0.473, 1.279], [-0.579, 2.120, 0.986], [0.832, 0.816, -0.756], [-1.760, 6.239, 5.252], [-0.662, 7.396, 3.965], [-0.578, 5.689, 6.683], [-2.644, 4.682, 4.285], [-2.519, 6.848, 5.743], [3.382, 2.450, 3.830], [2.092, 2.778, 3.158], [1.184, 3.849, 3.766], [1.397, 4.918, 2.871], [1.922, 4.487, 1.717], [1.890, 5.049, 0.656], [2.354, 3.265, 1.856], [3.231, 2.092, 4.849], [4.045, 3.314, 3.871], [3.933, 1.653, 3.331], [1.511, 1.862, 3.055], [1.615, 4.047, 4.748], [0.146, 3.518, 3.729], [-3.823, 2.380, -0.429], [-5.065, 1.988, -1.292], [-5.233, 2.762, -2.571], [-5.480, 1.801, -3.552], [-5.347, 0.565, -3.057], [-5.604, -0.455, -3.642], [-5.046, 0.681, -1.764], [-3.543, 1.736, 0.404], [-4.107, 3.296, 0.089], [-3.025, 2.430, -1.171], [-5.933, 2.122, -0.646], [-4.419, 3.468, -2.737], [-6.140, 3.362, -2.492], [-1.560, 2.468, 7.588], [-0.279, 1.966, 7.010], [0.311, 0.669, 7.660], [0.599, -0.163, 6.536], [0.196, 0.466, 5.370], [0.423, 0.012, 4.236], [-0.487, 1.546, 5.669], [-1.518, 2.858, 8.605], [-2.327, 1.694, 7.630], [-1.960, 3.278, 6.978], [0.481, 2.743, 6.935], [-0.417, 0.144, 8.278], [1.194, 0.785, 8.287], [-2.393, 1.596, -4.735], [-1.417, 0.443, -4.409], [-0.578, -0.120, -5.524], [0.701, -0.207, -4.987], [0.693, 0.289, -3.768], [1.641, 0.453, -2.999], [-0.462, 0.884, -3.503], [-1.833, 2.490, -5.011], [-2.895, 1.776, -3.784], [-3.195, 1.403, -5.447], [-2.013, -0.400, -4.060], [-0.702, 0.609, -6.326], [-0.909, -1.098, -5.873], [3.552, -2.725, -3.853], [4.035, -1.895, -2.651], [3.154, -2.092, -1.404], [4.078, -2.311, -0.423], [5.284, -2.468, -0.948], [6.305, -2.729, -0.304], [5.213, -2.483, -2.232], [3.455, -3.775, -3.576], [4.321, -2.725, -4.626], [2.641, -2.343, -4.313], [4.240, -0.872, -2.966], [2.503, -2.964, -1.477], [2.637, -1.147, -1.239], [-4.281, -0.757, 2.271], [-3.267, -0.335, 3.283], [-3.241, 1.188, 3.482], [-3.236, 1.259, 4.928], [-3.829, 0.267, 5.442], [-4.238, 0.184, 6.596], [-3.834, -0.732, 4.550], [-4.836, -1.667, 2.499], [-3.724, -0.867, 1.340], [-4.996, 0.063, 2.205], [-2.287, -0.812, 3.286], [-4.016, 1.807, 3.030], [-2.295, 1.574, 3.102], [2.040, 4.254, -2.721], [0.711, 4.153, -3.509], [-0.588, 4.470, -2.818], [-1.233, 5.372, -3.688], [-0.349, 5.941, -4.545], [-0.580, 6.838, -5.299], [0.818, 5.275, -4.397], [1.971, 5.198, -2.180], [3.017, 4.111, -3.183], [2.013, 3.455, -1.979], [0.625, 3.234, -4.088], [-0.377, 4.947, -1.860], [-1.294, 3.651, -2.683], [5.029, 2.002, -0.364], [6.246, 2.460, -1.245], [6.816, 1.412, -2.125], [6.896, 1.995, -3.406], [6.117, 3.122, -3.385], [5.816, 3.746, -4.385], [5.666, 3.369, -2.128], [5.216, 1.135, 0.271], [4.175, 1.690, -0.965], [4.756, 2.880, 0.221], [6.979, 3.007, -0.652], [6.150, 0.551, -2.179], [7.826, 1.188, -1.780], [-1.857, -6.059, -5.196], [-0.567, -5.928, -4.381], [0.467, -4.861, -4.867], [0.355, -3.859, -3.954], [-0.383, -4.243, -2.898], [-0.700, -3.559, -1.979], [-0.864, -5.427, -3.090], [-2.560, -6.765, -4.753], [-1.769, -6.380, -6.233], [-2.444, -5.147, -5.310], [-0.020, -6.852, -4.194], [0.304, -4.427, -5.854], [1.403, -5.420, -4.897], [1.336, -5.197, 1.368], [2.503, -5.825, 0.667], [2.374, -7.322, 0.509], [2.813, -7.473, -0.887], [2.785, -6.337, -1.501], [2.828, -6.159, -2.709], [2.452, -5.462, -0.690], [1.210, -4.222, 0.897], [1.398, -5.098, 2.451], [0.405, -5.702, 1.110], [3.450, -5.441, 1.048], [1.389, -7.760, 0.670], [2.951, -7.956, 1.182], [-5.208, -5.421, 0.824], [-4.649, -4.161, 1.145], [-5.398, -5.937, 1.765], [-6.131, -5.384, 0.245], [-4.433, -5.929, 0.249], [-4.365, -3.695, 0.355], [-1.338, 6.412, 0.409], [-2.151, 7.262, -0.394], [-1.524, 6.564, 1.472], [-1.441, 5.335, 0.277], [-0.275, 6.576, 0.230], [-1.720, 8.116, -0.316], [-1.124, -3.242, 1.920], [-2.023, -4.166, 2.454], [-1.686, -2.312, 1.835], [-0.228, -3.129, 2.530], [-0.796, -3.645, 0.963], [-2.785, -4.301, 1.885], [-4.016, -3.014, -2.466], [-3.588, -3.701, -1.324], [-5.047, -3.204, -2.764], [-4.041, -1.948, -2.238], [-3.332, -3.262, -3.277], [-2.657, -3.524, -1.167]],
  "mulliken_charge": [-0.5756, 0.0387, -0.0387, -0.0419, 0.4807, -0.8366, 0.2502, 0.2614, 0.4736, 0.2332, -0.5707, -0.0610, -0.0379, 0.0116, 0.5919, -1.7046, 1.9209, 0.4232, -0.2911, 0.1758, -0.4903, 0.1040, 0.3139, 0.4510, 0.2311, -1.1398, 0.1767, -0.2756, -0.3326, 0.4073, -0.5478, -0.3543, 0.5901, -0.5621, -0.1931, -0.5162, 0.4635, -0.1633, 0.4284, 0.3169, 0.4016, -1.4203, 0.8110, -0.6099, -0.3536, -0.0950, 0.1802, 0.1513, 0.3909, 0.3538, 0.1194, 0.1137, 0.3539, 0.3043, -1.2436, 1.2231, -0.5677, -0.3212, -0.2897, -0.4268, 0.3171, 0.4152, -0.2028, 0.4450, -0.2962, 0.3005, 0.3346, -1.3536, 0.8627, 1.8060, 0.1494, 0.4983, -0.7061, -0.4720, 0.2645, 0.4468, 0.1155, 0.0921, -0.6472, -0.8777, -1.4408, 1.3211, -0.2260, -0.2846, 0.5185, -0.6731, -0.4696, 0.3412, 0.1151, 0.4650, -0.0178, 0.5845, -0.3579, -1.3869, 1.2452, 1.2208, -0.4597, 0.5561, -0.5727, -0.4734, 0.3293, 0.4156, 0.1670, -0.2641, -0.2254, -0.5982, -0.8044, 0.2242, 0.1358, -0.3729, 0.6639, -0.5616, -0.2893, 0.4593, -0.1492, 0.2925, 0.2960, -0.2246, 0.3230, -1.4890, 0.3538, -0.6452, 0.0840, 0.2725, -0.3029, -0.3356, 0.3816, 0.4013, 0.2949, 0.3635, 0.4340, 0.2076, -1.0759, 0.4649, -0.5202, -0.4330, 0.5145, -0.6554, -0.1437, -0.1936, 0.5391, 0.4442, 0.2770, 0.3022, 0.3296, -0.6790, -0.4606, 0.2656, 0.2855, 0.2183, 0.4741, -0.1048, -0.5323, 0.1948, -0.1930, 0.3220, 0.3177, 1.3425, -0.6729, -0.6323, 0.0553, -0.3500, 0.2478, -0.0976, -0.2897, 0.3912, -0.1109, 0.0249, 0.1126],
  "lumo_energy_ev": -1.11,
  "orbital_gap_ev": 8.640,
  "fmax_ev_per_a": 6.79
}